C4H3N3 in the gas phase in a non-equilibrium geometry, computed with ωB97M-V/def2-TZVPD.

The SMILES is [H]/N=C(\C#N)N1C=C1. The energy above the lowest of the compared OMol25 structures with the same formula, charge and spin is 4.044 eV. The spin multiplicity is 1. As for the total energy: -318.33612 Eh. Its lowest unoccupied orbital energy is 0.0084 Eh. As for the frontier orbital gap: 0.3530 Eh.

Each line ends with the natural charge from an NBO analysis.
Geometry (Å):
H  1.47  1.66  -0.96  0.36
C  -1.49  -1.01  0.02  -0.04
N  0.57  1.34  -0.60  -0.60
N  -0.42  -0.27  0.77  -0.45
H  -1.71  -2.03  -0.24  0.25
C  1.94  -0.45  0.21  0.21
C  0.67  0.26  0.04  0.31
H  -2.25  1.17  0.24  0.25
N  2.98  -0.94  0.29  -0.27
C  -1.72  0.23  0.24  -0.02

A molecular structure, C8H38B3NO16P2 in a non-equilibrium geometry, computed with ωB97M-V/def2-TZVPD.

The spin multiplicity is 1. As for the total energy: -2343.63205 Eh. Its lowest unoccupied orbital energy is -0.0225 Eh. As for the frontier orbital gap: 0.3043 Eh.

Each line ends with the natural charge from an NBO analysis.
Geometry (Å):
H  1.05  -1.59  0.00  0.18
H  3.83  7.46  -6.80  0.17
H  -8.18  -0.61  2.75  0.19
O  3.84  5.49  -6.14  -0.73
H  2.35  -5.06  -0.44  0.18
C  5.47  -8.72  -0.52  -0.25
O  1.95  -4.14  3.21  -0.73
H  2.98  4.71  -3.47  -0.07
C  1.62  -1.67  0.92  -0.26
H  3.33  -1.01  1.59  0.46
O  -4.04  1.17  4.11  -0.73
B  0.07  5.38  -2.30  0.74
O  -1.00  1.82  -0.31  -1.07
O  2.84  -0.93  0.77  -0.75
C  -5.47  1.13  4.15  -0.24
N  -2.54  5.11  -1.16  -1.26
O  4.05  -5.92  0.32  -0.74
H  1.27  0.56  -0.83  0.52
H  -2.31  5.41  -3.97  0.50
H  5.71  -9.77  -0.34  0.16
H  1.85  -2.72  1.11  0.18
H  -3.73  1.06  5.01  0.46
H  -2.06  0.34  0.94  0.20
H  4.60  5.29  -6.69  0.47
H  -1.07  0.71  2.37  0.15
H  2.38  -3.76  3.98  0.46
O  -1.63  -1.27  2.13  -0.74
O  0.94  5.75  -3.35  -0.88
H  3.79  -4.91  -1.47  0.17
H  3.48  -5.52  2.98  0.17
H  4.90  -8.63  -1.44  0.18
C  -1.91  0.12  1.99  -0.27
H  2.29  6.84  -6.14  0.19
H  5.00  -5.75  0.31  0.47
H  -1.05  7.63  -0.59  0.51
H  -1.97  4.30  -0.89  0.39
H  1.93  -5.95  2.24  0.19
O  -1.58  1.09  -2.76  -0.95
H  -8.99  -1.30  4.16  0.16
H  -2.82  0.37  2.54  0.20
H  2.12  -6.05  4.01  0.16
O  0.73  0.37  -1.61  -0.97
C  2.40  -5.49  3.11  -0.25
H  -5.85  1.94  4.78  0.17
H  -9.85  -0.14  3.12  0.16
B  0.49  3.19  -2.26  0.73
O  -2.45  6.25  -3.53  -0.95
O  -1.67  7.63  -1.32  -0.95
H  -1.85  0.22  -2.44  0.51
H  -5.81  0.17  4.55  0.17
P  -0.41  1.60  -1.69  2.03
C  3.43  -4.89  -0.44  -0.25
H  -9.02  0.83  5.04  0.46
P  -1.69  6.12  -2.04  1.87
H  1.04  -1.27  1.75  0.18
H  -1.50  -1.45  3.07  0.46
C  -8.89  -0.41  3.55  -0.25
O  -8.38  0.67  4.34  -0.73
O  0.54  4.34  -1.43  -0.88
H  7.17  -8.07  0.16  0.46
C  3.16  6.59  -6.75  -0.25
O  1.13  3.34  -3.51  -0.87
B  1.81  4.61  -3.47  1.04
H  -5.85  1.25  3.14  0.19
H  4.89  -8.32  0.32  0.18
H  2.83  6.33  -7.76  0.16
H  3.64  -3.92  0.00  0.17
O  6.68  -7.97  -0.66  -0.73

C5H8O2 in the gas phase, computed with ωB97M-V/def2-TZVPD.

The SMILES is C=C1[C@@H](O)[C@@]1(C)O. The energy above the lowest of the compared OMol25 structures with the same formula, charge and spin is 2.533 eV. The spin multiplicity is 1. As for the total energy: -345.71187 Eh. Its lowest unoccupied orbital energy is 0.0249 Eh. As for the frontier orbital gap: 0.3669 Eh.

Each line ends with the natural charge from an NBO analysis.
Geometry (Å):
C  2.06  0.70  0.46  -0.35
H  -1.92  -1.74  0.25  0.22
C  0.79  0.42  0.24  -0.06
H  2.91  0.08  0.19  0.20
C  -0.84  -1.61  0.43  -0.62
H  -0.68  -1.52  1.51  0.22
H  0.19  -0.51  -2.13  0.48
H  -1.01  1.69  -1.32  0.49
O  -0.63  -0.33  -1.66  -0.71
H  -1.00  1.04  1.37  0.18
O  -0.92  2.07  -0.43  -0.70
C  -0.55  1.00  0.38  0.04
H  2.25  1.65  0.95  0.21
C  -0.36  -0.36  -0.27  0.19
H  -0.32  -2.50  0.07  0.21

4 unconnected molecules or ions with the total composition C2H13NO4 in a non-equilibrium geometry, computed with ωB97M-V/def2-TZVPD.

The SMILES is CNCO.O.O.O. The energy above the lowest of the compared OMol25 structures with the same formula, charge and spin is 1.506 eV. The spin multiplicity is 1. As for the total energy: -439.66746 Eh. Its lowest unoccupied orbital energy is 0.0163 Eh. As for the frontier orbital gap: 0.3704 Eh.

Each line ends with the natural charge from an NBO analysis.
Geometry (Å):
H  -2.42  -2.27  -0.95  0.22
H  -0.16  -0.04  2.38  0.51
C  0.76  -1.10  -0.23  0.06
O  1.04  -1.37  1.17  -0.75
H  1.73  -1.19  -0.77  0.18
H  0.28  0.99  -3.03  0.47
O  0.56  1.82  -2.78  -0.97
H  -1.79  -0.66  -0.15  0.21
H  0.87  -2.33  1.21  0.47
O  -0.11  0.98  2.63  -0.98
H  0.89  1.10  2.86  0.49
H  -1.63  -2.24  0.81  0.17
H  -0.30  2.00  0.91  0.50
C  -1.66  -1.75  -0.26  -0.43
O  -0.31  2.59  0.07  -0.99
N  -0.28  -1.87  -0.89  -0.66
H  0.46  -0.01  -0.39  0.18
H  -0.48  3.44  0.49  0.47
H  0.45  2.06  -1.88  0.50
H  -0.03  -2.85  -1.13  0.36

A gas-phase ion, C6H12NO (charge +1) in a non-equilibrium geometry, computed with ωB97M-V/def2-TZVPD.

As for the net charge: +1. The SMILES is CC[C@]1(O)[NH2+]C12CC2. The energy above the lowest of the compared OMol25 structures with the same formula, charge and spin is 4.601 eV. The spin multiplicity is 1. As for the total energy: -365.38029 Eh. Its lowest unoccupied orbital energy is -0.1140 Eh. As for the frontier orbital gap: 0.4200 Eh.

Each line ends with the natural charge from an NBO analysis.
Geometry (Å):
H  -1.37  -1.22  -1.66  0.44
H  0.52  -2.55  0.82  0.53
H  -0.51  0.10  -2.02  0.43
C  -2.73  0.16  0.34  -0.39
C  -1.28  0.00  -0.09  0.01
C  3.10  0.41  -0.03  -0.51
H  3.74  -0.40  0.42  0.23
O  -0.26  -2.17  0.29  -0.67
C  -1.64  1.31  0.24  -0.39
H  3.28  0.51  -1.16  0.22
H  1.02  1.07  0.52  0.23
H  -1.19  1.70  1.19  0.26
H  1.52  -0.51  1.36  0.22
H  -3.57  0.03  -0.43  0.26
C  -0.09  -0.86  0.00  0.49
N  -0.78  -0.50  -1.31  -0.54
H  -2.81  -0.25  1.35  0.26
H  3.31  1.33  0.41  0.21
C  1.31  -0.06  0.35  -0.52
H  -1.58  1.89  -0.61  0.23

C20H25N3O2S in the gas phase, computed with ωB97M-V/def2-TZVPD.

The SMILES is CCCCN(CC)CCNC(=O)c1cc2c(=O)[nH]c3ccccc3c2s1. The energy above the lowest of the compared OMol25 structures with the same formula, charge and spin is 0.219 eV. The spin multiplicity is 1. As for the total energy: -1490.11027 Eh. Its lowest unoccupied orbital energy is -0.0096 Eh. As for the frontier orbital gap: 0.2912 Eh.

Each line ends with the natural charge from an NBO analysis.
Geometry (Å):
H  4.95  -2.83  0.10  0.22
H  1.73  2.13  0.96  0.23
H  -2.22  0.97  2.93  0.20
O  -0.21  -1.54  1.45  -0.62
C  5.66  -2.04  -0.08  -0.17
C  4.47  2.08  0.24  0.66
C  -5.53  -0.18  -1.38  -0.40
C  -1.48  0.73  -1.69  -0.64
C  3.53  1.00  0.48  -0.20
H  -2.89  -0.89  -1.67  0.20
H  -4.19  1.46  -1.77  0.17
H  -1.79  -0.89  -0.30  0.21
C  -4.55  0.90  -0.90  -0.21
C  1.54  -0.04  1.01  -0.29
S  2.59  -1.39  0.73  0.51
H  -2.49  2.14  0.55  0.16
H  -0.89  1.34  -1.01  0.20
H  -0.30  1.61  1.53  0.39
H  -5.10  1.60  -0.26  0.19
C  0.15  -0.38  1.37  0.65
H  -3.88  1.55  1.48  0.20
N  -0.66  0.67  1.60  -0.60
H  -2.28  -0.53  1.98  0.25
C  -2.40  -0.24  -0.94  -0.23
C  -2.99  1.23  0.93  -0.21
H  -5.18  -2.65  -0.09  0.20
H  -7.19  -1.34  -0.68  0.20
C  7.87  -1.29  -0.65  -0.18
C  3.90  -0.33  0.38  -0.16
C  7.47  0.03  -0.55  -0.25
C  -6.33  -0.83  -0.25  -0.39
H  -0.79  0.16  -2.31  0.22
N  -3.44  0.35  -0.13  -0.46
N  5.74  1.64  -0.10  -0.57
C  6.96  -2.32  -0.42  -0.24
H  -6.23  0.31  -2.06  0.20
C  -5.51  -1.84  0.55  -0.61
H  -5.01  -0.95  -1.94  0.20
O  4.23  3.27  0.30  -0.61
H  6.42  2.36  -0.27  0.42
C  5.23  -0.71  0.03  -0.07
H  -6.10  -2.26  1.36  0.20
H  8.89  -1.52  -0.92  0.22
C  6.15  0.33  -0.20  0.19
H  -4.63  -1.36  0.96  0.23
H  7.29  -3.35  -0.51  0.22
C  2.17  1.16  0.84  -0.17
H  -6.71  -0.06  0.42  0.19
H  8.17  0.83  -0.73  0.21
H  -2.05  1.39  -2.34  0.20
C  -2.06  0.54  1.94  -0.24

C10H10N2O2S in the gas phase in a non-equilibrium geometry, computed with ωB97M-V/def2-TZVPD.

The SMILES is C/C(=C1\SC=C[C@@H]1ON=O)c1ccc[nH]1. The energy above the lowest of the compared OMol25 structures with the same formula, charge and spin is 4.930 eV. The spin multiplicity is 1. As for the total energy: -1045.04476 Eh. Its lowest unoccupied orbital energy is -0.0057 Eh. As for the frontier orbital gap: 0.2842 Eh.

Each line ends with the natural charge from an NBO analysis.
Geometry (Å):
O  1.45  1.55  -1.05  -0.39
H  2.80  -0.14  -2.63  0.24
C  -2.75  -0.11  0.58  -0.27
C  3.18  -1.42  -0.79  -0.36
C  -0.20  -0.75  0.69  0.11
S  2.42  -1.57  0.69  0.40
C  2.51  -0.60  -1.66  -0.30
H  -2.71  2.66  -1.01  0.20
H  -0.17  -2.68  1.85  0.23
H  0.45  -1.11  2.61  0.23
H  4.05  -2.11  -1.07  0.26
O  2.84  1.73  0.66  -0.35
N  -1.29  1.24  -0.41  -0.52
C  1.02  -0.74  0.10  -0.31
N  2.13  2.24  -0.19  0.37
C  -2.53  1.78  -0.54  -0.03
H  -3.31  -0.93  1.07  0.23
H  -0.35  1.59  -0.76  0.45
C  1.33  -0.06  -1.08  -0.01
C  -3.47  0.96  0.00  -0.31
H  -1.37  -1.28  2.53  0.24
H  0.35  0.02  -1.77  0.23
C  -1.43  0.05  0.32  0.06
H  -4.54  1.18  -0.19  0.23
C  -0.39  -1.49  2.03  -0.65

2 unconnected molecules or ions with the total composition C4H10OS in a non-equilibrium geometry, computed with ωB97M-V/def2-TZVPD.

The SMILES is CC=O.CSC. The energy above the lowest of the compared OMol25 structures with the same formula, charge and spin is 0.938 eV. The spin multiplicity is 1. As for the total energy: -631.79019 Eh. Its lowest unoccupied orbital energy is 0.0319 Eh. As for the frontier orbital gap: 0.3415 Eh.

Each line ends with the natural charge from an NBO analysis.
Geometry (Å):
H  -0.47  -2.32  1.76  0.10
O  -1.24  -0.55  2.17  -0.52
H  1.68  2.09  -2.68  0.23
H  1.07  1.43  1.76  0.24
H  1.20  0.07  0.72  0.21
H  -2.60  -0.86  0.08  0.23
H  -1.22  -1.49  -0.68  0.25
H  2.30  0.51  -2.03  0.21
C  -1.12  -1.49  1.43  0.44
H  0.57  0.95  -1.93  0.21
C  0.90  1.12  0.72  -0.75
H  -0.15  1.32  0.51  0.22
C  1.59  1.33  -1.91  -0.74
S  1.93  2.14  -0.34  0.18
H  -2.55  -2.55  0.28  0.25
C  -1.89  -1.69  0.15  -0.74